[1]
A structure of composition C59H45F4N6O6S3Zr. Source: OMol25; level of theory: wB97M-V/def2-TZVPD.

Last column: Mulliken charge in e.
Cartesian coordinates (Å):
Zr  0.833357  -1.215424  0.536600  0.72
C  6.499415  -1.092710  5.693186  -1.82
C  5.161679  -1.514138  6.280929  0.51
C  4.881633  -0.767558  7.574721  -0.96
C  3.567833  -1.224015  8.179586  -1.02
C  2.456005  -1.054335  7.184243  1.22
C  1.161680  -0.846776  7.596239  -0.78
C  0.140272  -0.691425  6.662278  0.04
F  -1.106299  -0.492402  7.118647  -0.36
C  0.374451  -0.731204  5.320942  -1.23
C  1.688604  -0.935926  4.877252  0.59
C  1.938952  -0.986512  3.444561  1.51
O  0.971296  -0.789830  2.654408  -0.75
C  3.271770  -1.241387  3.050908  0.26
C  4.239374  -1.362897  4.017746  -0.33
N  4.030207  -1.292239  5.330867  0.25
C  2.730131  -1.096284  5.800952  -0.96
C  3.756351  -1.383443  1.633078  0.08
O  4.938622  -1.320269  1.385691  -0.73
O  2.826817  -1.604967  0.736175  -0.95
H  7.245131  -1.138968  6.485764  0.43
H  6.457418  -0.066674  5.324233  0.40
H  6.847647  -1.741687  4.892456  0.53
H  5.181748  -2.587079  6.496839  0.14
H  4.862474  0.307869  7.375175  0.34
H  5.706277  -0.958689  8.260978  0.37
H  3.337317  -0.669502  9.088968  0.46
H  3.645557  -2.278430  8.463075  0.32
H  0.922155  -0.799117  8.650963  0.52
H  -0.420020  -0.610551  4.599274  0.64
H  5.251309  -1.521086  3.679866  0.63
N  0.762739  -0.782238  -1.560908  0.41
S  0.758601  -0.942109  -3.004004  1.26
N  -0.635534  -0.667920  -3.801453  -0.44
S  -1.967096  -0.379648  -3.061945  1.75
N  -2.412377  -1.312112  -1.924684  0.02
S  -2.505746  -1.106136  -0.300895  1.81
N  -1.323901  -1.020529  0.547217  -0.10
C  -3.514080  -2.524320  0.048052  -0.08
C  -3.265714  -3.714177  -0.623782  -0.20
C  -3.919342  -4.862056  -0.203782  -0.80
C  -4.802178  -4.810959  0.866323  -0.57
C  -5.028737  -3.615432  1.534688  -0.88
C  -4.372075  -2.461982  1.136254  -0.25
C  -3.569969  0.305963  -0.108160  -0.05
C  -4.874304  0.306455  -0.583691  -0.37
C  -5.635668  1.453569  -0.431615  -0.88
C  -5.082032  2.579067  0.169362  -0.87
C  -3.771853  2.563340  0.625606  -0.22
C  -3.002748  1.414371  0.499759  -0.38
C  -3.142319  -0.632205  -4.355842  -0.72
C  -2.906045  -0.033638  -5.588066  -0.47
C  -3.847959  -0.194132  -6.588297  -0.77
C  -4.995591  -0.944139  -6.352250  -0.52
C  -5.207908  -1.539614  -5.118715  -0.99
C  -4.275048  -1.385067  -4.101545  0.23
C  -2.122975  1.344635  -2.656183  1.16
C  -3.325184  1.991230  -2.927931  -0.70
C  -3.450091  3.328984  -2.592913  -0.75
C  -2.394617  3.997506  -1.984957  -1.26
C  -1.214562  3.329669  -1.694481  -0.50
C  -1.064153  1.990761  -2.028271  -0.06
C  1.246025  -2.538695  -3.601052  0.39
C  0.541040  -3.228281  -4.574117  -0.35
C  0.985420  -4.489357  -4.946367  -0.71
C  2.115207  -5.032253  -4.352864  -0.61
C  2.811772  -4.324533  -3.380770  -0.79
C  2.379226  -3.068565  -2.995197  -0.52
C  1.856107  0.183674  -3.822542  0.39
C  1.960510  0.207057  -5.207484  -0.68
C  2.835785  1.107358  -5.786973  -0.88
C  3.590511  1.959057  -4.984431  -0.56
C  3.476541  1.915149  -3.604123  -0.93
C  2.601709  1.016315  -3.005600  -0.13
H  -2.562253  -3.744097  -1.444153  0.49
H  -3.728943  -5.799259  -0.708711  0.46
H  -5.309327  -5.710679  1.188155  0.43
H  -5.708642  -3.580801  2.374961  0.45
H  -4.525201  -1.530813  1.667520  0.50
H  -5.294194  -0.578386  -1.045694  0.46
H  -6.660904  1.469620  -0.777114  0.43
H  -5.681294  3.472695  0.285656  0.45
H  -3.342729  3.444850  1.083570  0.51
H  -1.978235  1.368709  0.853402  0.18
H  -2.005459  0.541785  -5.753879  0.50
H  -3.686870  0.263140  -7.554834  0.44
H  -5.724970  -1.069025  -7.141387  0.43
H  -6.094583  -2.134002  -4.945684  0.48
H  -4.404821  -1.861369  -3.139902  0.38
H  -4.146226  1.468710  -3.399768  0.50
H  -4.375068  3.847346  -2.807416  0.48
H  -2.494988  5.044190  -1.727833  0.45
H  -0.403784  3.846166  -1.192356  0.74
H  -0.167733  1.462463  -1.740619  -0.19
H  -0.340239  -2.792311  -5.023236  0.43
H  0.445668  -5.047066  -5.699765  0.46
H  2.454515  -6.017068  -4.645312  0.40
H  3.686539  -4.756182  -2.914230  0.46
H  2.897672  -2.517831  -2.218275  0.44
H  1.371124  -0.467233  -5.816354  0.46
H  2.936343  1.145610  -6.863189  0.43
H  4.277569  2.656672  -5.444835  0.41
H  4.074346  2.572496  -2.987042  0.49
H  2.490887  0.956471  -1.927457  0.20
F  0.857057  8.417375  2.297576  -0.26
C  1.166061  7.985954  1.062528  0.87
F  0.230112  8.497085  0.232226  -0.26
F  2.337059  8.543103  0.723382  -0.27
C  1.201542  6.487538  0.986733  0.30
C  2.232013  5.832711  0.330939  -0.80
C  2.227694  4.449475  0.248189  -0.43
C  1.195891  3.706407  0.823660  0.02
C  0.169101  4.382453  1.494035  0.04
C  0.169439  5.762027  1.571030  -1.02
C  1.168605  2.278359  0.727395  0.62
C  1.137846  1.066583  0.606831  -0.49
H  3.041074  6.401257  -0.106392  0.47
H  3.035964  3.930629  -0.250252  0.59
H  -0.617457  3.806399  1.964074  0.53
H  -0.621127  6.279795  2.098753  0.43
O  0.519990  -3.185171  1.704358  -0.54
N  0.336791  -3.915180  0.677638  0.98
O  0.059486  -5.074515  0.734054  -0.66
O  0.464116  -3.283461  -0.428983  -0.36

Cartesian forces, eV/Å:
-0.1976 0.1130 -0.0351
0.0002 -0.0056 -0.0058
-0.0020 0.0116 0.0041
0.0196 -0.0073 0.0081
-0.0019 -0.0122 -0.0032
0.0258 -0.0076 -0.0064
-0.0176 -0.0082 0.0001
0.0043 0.0023 0.0019
-0.0081 -0.0022 -0.0053
0.0025 0.0069 0.0128
-0.0403 0.0660 -0.0280
0.0067 -0.0097 -0.0215
0.1055 -0.1076 0.0657
0.0191 -0.0130 0.0049
0.0099 0.0377 0.0040
0.0212 -0.0063 0.0037
-0.0075 -0.0091 0.0256
-0.0029 0.0045 -0.0421
0.0114 -0.0533 -0.0123
-0.0558 0.0748 0.0230
0.0009 0.0033 0.0014
0.0056 -0.0008 0.0002
-0.0128 -0.0043 -0.0085
-0.0175 -0.0004 -0.0002
-0.0087 -0.0015 -0.0038
0.0015 0.0077 -0.0001
-0.0016 0.0097 -0.0058
-0.0018 0.0046 0.0105
-0.0004 0.0001 0.0006
-0.0028 -0.0010 -0.0025
0.0150 -0.0083 0.0019
0.1493 -0.0271 0.1006
-0.0843 0.1184 0.0884
-0.0412 -0.0582 0.0301
0.0997 -0.0400 -0.0963
-0.0047 -0.0321 0.1015
0.0477 -0.0165 -0.0084
0.0594 0.1047 -0.0526
0.0296 -0.0082 -0.0133
-0.0209 0.0050 0.0145
0.0013 0.0116 -0.0064
-0.0029 0.0034 0.0024
-0.0054 -0.0040 0.0053
-0.0239 0.0128 0.0178
-0.0228 -0.0262 0.0716
-0.0359 0.0201 0.0482
-0.0109 -0.0293 0.0536
-0.0280 -0.0484 0.0722
-0.0562 -0.0605 0.0372
-0.0862 -0.0057 0.0422
-0.0142 0.0383 -0.0359
-0.0218 -0.0032 0.0012
0.0159 -0.0059 -0.0042
-0.0103 0.0035 -0.0043
0.0146 -0.0308 -0.0103
0.0229 -0.0169 -0.0077
0.0558 0.0132 0.0285
0.0541 0.0599 -0.0567
0.0725 -0.0038 -0.0316
0.0437 -0.0084 -0.0851
0.1261 0.0493 -0.0446
-0.1723 0.0335 -0.0021
-0.0186 0.0312 -0.0476
-0.0151 -0.0052 0.0049
-0.0039 0.0110 -0.0073
0.0044 -0.0037 0.0044
0.0067 -0.0106 -0.0064
0.0002 0.0193 0.0338
0.0331 -0.0190 -0.0277
0.0033 0.0156 0.0109
0.0111 0.0183 0.0023
-0.0018 -0.0058 -0.0186
-0.0057 -0.0185 0.0168
-0.0095 0.0055 0.0094
0.0226 0.0011 -0.0065
-0.0001 0.0002 -0.0004
0.0008 0.0006 0.0009
-0.0011 -0.0041 0.0011
0.0073 -0.0102 -0.0050
0.0041 -0.0095 -0.0196
0.0016 0.0017 0.0002
0.0006 0.0088 -0.0063
-0.0100 0.0082 0.0027
-0.0007 -0.0249 -0.0025
0.0067 0.0121 -0.0019
0.0018 0.0007 -0.0014
-0.0035 0.0061 0.0025
-0.0018 0.0022 0.0022
-0.0205 0.0225 0.0383
0.0107 0.0228 0.0051
-0.0017 -0.0027 0.0048
-0.0054 0.0032 -0.0007
-0.0827 -0.0694 -0.0917
0.1734 -0.0812 -0.0429
-0.0129 0.0038 0.0000
-0.0019 0.0003 -0.0006
-0.0002 0.0007 -0.0006
0.0009 0.0025 0.0024
-0.0054 -0.0073 -0.0034
0.0039 0.0026 -0.0025
0.0038 -0.0009 -0.0016
-0.0027 0.0019 -0.0014
-0.0058 0.0006 -0.0029
-0.0040 0.0136 -0.0294
-0.0086 -0.0037 0.0095
-0.0234 0.0181 -0.0494
0.0207 -0.0070 0.0212
0.0030 0.0070 -0.0055
-0.0064 -0.0087 0.0217
-0.0129 0.0033 -0.0038
0.0366 -0.0058 0.0060
-0.0033 0.0048 0.1153
0.0252 0.0397 0.0135
0.0030 -0.0125 0.0076
0.0816 0.0276 -0.1329
-0.1286 -0.1070 0.0397
-0.0092 -0.0016 -0.0075
-0.0207 0.0057 -0.0095
-0.0116 -0.0010 -0.0041
-0.0032 0.0040 0.0006
-0.0755 -0.0287 -0.0879
-0.0041 0.0186 -0.0240
-0.0005 -0.0020 0.0068
0.0358 -0.0273 0.0249

As for the net charge: +1. The largest force on an atom comes out at 0.23 eV Å⁻¹. The HOMO energy comes out at -10.2 eV. Its total energy is -4696.05336 Ha. The energy above the lowest of the compared OMol25 structures with the same formula, charge and spin comes out at 0.00 kJ/mol. The calculation puts the frontier orbital gap at 7.9 eV.

=====

[2]
The ion C5H9NO3P with charge +1. Source: OMol25; level of theory: wB97M-V/def2-TZVPD.

Last column: Mulliken charge in e.
Cartesian coordinates (Å):
C  3.600356  -0.889804  0.067736  0.10
C  -1.574846  0.906859  -0.290533  -0.70
C  -0.599978  2.088657  0.156671  -0.36
C  -1.177665  -0.382036  0.372793  0.24
C  -1.472580  -1.719626  -0.341655  -1.18
N  2.883208  0.363085  -0.034058  -0.37
O  2.981531  -1.916440  0.126431  -0.38
O  0.731873  1.841008  -0.148467  -0.30
O  0.287515  -0.513715  0.474565  -0.20
P  1.405205  0.481149  0.044510  0.96
H  4.642487  -0.830026  0.185295  0.43
H  -2.598581  1.091688  -0.009457  0.45
H  -1.404066  0.851848  -1.424120  0.29
H  -1.138342  2.982376  -0.260969  0.36
H  -0.703654  2.170791  1.244777  0.34
H  -1.542753  -0.390352  1.395913  0.28
H  -1.035272  -2.481907  0.291182  0.40
H  -0.734513  -1.823901  -1.266669  0.28
H  -2.549923  -1.829661  -0.583942  0.37

Cartesian forces, eV/Å:
-2.7063 -0.9957 0.4997
2.6192 0.3579 -1.5362
-5.1811 -0.5659 1.3026
-0.5292 -1.2165 -0.9080
1.2603 0.6511 -1.4652
1.2873 -0.0460 -0.2711
0.6904 0.3092 -0.2826
1.8328 0.6467 -1.2033
2.6604 1.0681 0.0860
-2.9441 -0.7048 0.8962
1.5394 0.5145 -0.1038
-0.3155 0.4704 -0.2557
-0.7467 -0.1432 1.4009
1.9042 -0.3756 -0.0921
0.3097 0.1921 -0.0932
0.2010 -0.0948 0.2046
-0.6955 -0.4222 0.3453
-2.0438 0.5775 1.3952
0.8573 -0.2229 0.0806

As for the net charge: +1. The largest force on an atom comes out at 5.37 eV Å⁻¹. The HOMO energy comes out at -14.9 eV. As for the SMILES: C[C@@H]1CCOP(#[N+]C=O)O1. Its total energy is -817.44513 Ha. The energy above the lowest of the compared OMol25 structures with the same formula, charge and spin comes out at 71.91 kJ/mol. The calculation puts the frontier orbital gap at 9.9 eV.

=====

[3]
A cluster of 3 separate species, H4O2 in total. Source: OMol25; level of theory: wB97M-V/def2-TZVPD.

Last column: Mulliken charge in e.
Cartesian coordinates (Å):
H  1.801163  -0.941591  0.671443  0.37
H  -0.114800  -0.936956  1.227217  0.35
H  -0.524466  0.673104  -0.138047  0.40
H  -0.567772  0.371215  -1.665384  0.28
O  0.267040  -0.160858  0.903717  -0.71
O  -0.861165  0.995087  -0.998946  -0.69

Cartesian forces, eV/Å:
-4.4092 2.3545 0.6324
-1.2344 -2.2018 0.9786
0.0063 0.0476 -0.9348
0.0776 -0.1004 0.1439
6.1327 -0.7333 -0.5609
-0.5731 0.6334 -0.2592

The largest force on an atom comes out at 6.20 eV Å⁻¹. The HOMO energy comes out at -10.4 eV. Its total energy is -152.71339 Ha. The energy above the lowest of the compared OMol25 structures with the same formula, charge and spin comes out at 424.14 kJ/mol. The calculation puts the frontier orbital gap at 7.9 eV.